Entry 1:
This record from OMol25 describes an isolated molecule of C5H10N2S in a non-equilibrium geometry. The level of theory is ωB97M-V/def2-TZVPD.

The HOMO energy comes out at -8.65 eV. The value obtained for the molecular weight is 130.22 u. The value obtained for the HOMO-LUMO gap is 8.47 eV. The value obtained for the energy above the lowest of the compared OMol25 structures with the same formula, charge and spin is 111.0 kJ/mol. The calculation puts the LUMO energy at -0.007 Eh. As for the SMILES: CC[C@H](C=S)/N=C\N.

```
! wB97M-V def2-TZVPD RIJCOSX def2/J DEFGRID3
* xyz 0 1
C -2.37 0.43 -0.41
C -1.43 0.34 0.75
C 0.05 0.20 0.41
C 0.57 1.35 -0.41
C 1.41 -1.56 -0.38
H -2.32 1.39 -0.98
H -2.17 -0.39 -1.12
H -3.44 0.33 -0.16
H -1.70 -0.56 1.38
H -1.50 1.20 1.39
H 0.69 0.08 1.33
H -0.03 1.53 -1.32
H 1.48 -2.51 -0.93
H 3.45 -1.61 0.05
H 2.66 -0.25 0.61
N 0.25 -1.03 -0.40
N 2.53 -1.18 0.27
S 1.87 2.24 -0.08
*
```

Entry 2:
This record from OMol25 describes a structure of composition C5H12O. The level of theory is ωB97M-V/def2-TZVPD.

The HOMO energy comes out at -7.46 eV. The value obtained for the molecular weight is 88.15 u. The value obtained for the HOMO-LUMO gap is 8.15 eV. The value obtained for the energy above the lowest of the compared OMol25 structures with the same formula, charge and spin is 451.3 kJ/mol. The calculation puts the LUMO energy at 0.025 Eh.

```
! wB97M-V def2-TZVPD RIJCOSX def2/J DEFGRID3
* xyz 0 1
C -1.42 -2.21 0.52
C -1.24 -0.69 0.37
C 0.12 -0.27 -0.08
C 0.19 2.02 -0.92
O 1.01 -0.03 0.83
C 2.13 0.65 0.42
H -1.22 -2.73 -0.43
H -0.75 -2.62 1.28
H -2.45 -2.46 0.81
H -1.46 -0.20 1.32
H -1.96 -0.31 -0.36
H 0.48 -0.59 -1.06
H -0.21 1.60 -1.85
H 0.70 2.95 -1.19
H -0.63 2.29 -0.25
H 2.66 0.17 -0.40
H 1.30 1.56 -0.28
H 2.76 0.88 1.28
*
```

Entry 3:
This record from OMol25 describes a structure of composition BrClHNO2S in a non-equilibrium geometry. The level of theory is ωB97M-V/def2-TZVPD.

The HOMO energy comes out at -11.12 eV. The value obtained for the molecular weight is 194.44 u. The value obtained for the HOMO-LUMO gap is 10.79 eV. The value obtained for the energy above the lowest of the compared OMol25 structures with the same formula, charge and spin is 31.7 kJ/mol. The calculation puts the LUMO energy at -0.012 Eh.

```
! wB97M-V def2-TZVPD RIJCOSX def2/J DEFGRID3
* xyz 0 1
N 0.66 0.03 -0.97
O 0.07 0.28 1.59
O -1.07 -1.48 0.28
S -0.50 -0.16 0.40
Cl 1.94 -0.89 -0.35
Br -1.97 1.19 -0.28
H 0.88 1.03 -0.66
*
```

Entry 4:
This record from OMol25 describes a structure of composition C19H20BrNO2 in a non-equilibrium geometry. The level of theory is ωB97M-V/def2-TZVPD.

The HOMO energy comes out at -8.37 eV. The value obtained for the molecular weight is 374.28 u. The value obtained for the HOMO-LUMO gap is 8.41 eV. The calculation puts the LUMO energy at 0.001 Eh.

```
! wB97M-V def2-TZVPD RIJCOSX def2/J DEFGRID3
* xyz 0 1
O -1.77 -1.78 1.34
C -1.34 -1.30 0.19
N -2.20 -0.46 -0.56
C -2.09 0.09 -1.83
C -3.47 0.58 -2.28
H -4.18 -0.03 -2.62
C -4.17 0.89 -0.58
C -3.69 -0.21 -0.10
H -4.42 -1.04 -0.26
H -3.54 -0.14 1.09
H -3.68 2.10 -0.28
H -5.27 1.25 -0.86
H -3.36 1.48 -2.83
H -1.81 -0.50 -2.54
H -1.38 0.88 -1.82
C -0.15 -1.49 -0.22
H 0.16 -2.69 -0.37
H 0.03 -1.05 -1.24
C 0.97 -0.73 0.64
C 0.44 0.65 1.00
C -0.13 1.03 1.99
C -0.65 2.43 2.39
C -0.44 3.34 1.24
C 0.05 2.87 0.16
C 0.56 1.69 -0.41
H 1.07 1.23 -1.12
H 0.21 3.33 -0.84
H -0.75 4.41 1.27
H -1.04 2.61 3.29
H -0.14 0.29 2.97
C 2.34 -0.95 0.32
C 3.19 -0.04 0.06
C 4.58 -0.22 -0.08
C 5.01 -1.68 -0.22
C 4.13 -2.67 0.02
C 2.86 -2.17 0.34
O 2.00 -3.40 0.36
H 2.46 -4.22 0.78
H 4.51 -3.57 -0.02
H 5.96 -1.61 -0.32
Br 5.81 1.14 -0.19
H 2.74 1.08 0.52
H 0.57 -1.42 1.67
*
```

Entry 5:
This record from OMol25 describes a structure of composition C24H52HfN3O13 in a non-equilibrium geometry. The level of theory is ωB97M-V/def2-TZVPD.

The HOMO energy comes out at -14.34 eV. The value obtained for the molecular weight is 769.18 u. The value obtained for the HOMO-LUMO gap is 1.47 eV. The calculation puts the LUMO energy at -0.473 Eh.

```
! wB97M-V def2-TZVPD RIJCOSX def2/J DEFGRID3
* xyz 3 1
Hf -16.70 -20.16 -6.86
C -12.63 -20.51 -8.43
C -13.98 -20.73 -9.04
C -13.99 -21.91 -10.00
O -15.09 -20.77 -8.16
H -11.92 -20.14 -9.17
H -12.13 -21.36 -7.96
H -12.71 -19.67 -7.72
H -14.27 -19.94 -9.74
H -14.94 -22.01 -10.53
H -13.88 -22.81 -9.39
H -13.33 -21.83 -10.86
C -14.14 -20.28 -13.63
N -15.31 -21.18 -13.82
O -15.52 -22.04 -12.98
O -15.96 -20.96 -14.81
H -13.36 -20.59 -14.32
H -13.68 -20.36 -12.64
H -14.35 -19.22 -13.67
C -9.26 -20.07 -9.21
N -7.99 -19.45 -8.77
O -7.02 -20.15 -8.61
O -7.99 -18.24 -8.64
H -9.18 -20.54 -10.18
H -9.96 -19.24 -9.27
H -9.58 -20.75 -8.43
C -11.19 -24.36 -9.95
N -10.51 -23.74 -11.10
O -9.74 -24.43 -11.71
O -10.62 -22.53 -11.30
H -10.64 -25.25 -9.65
H -12.13 -24.72 -10.36
H -11.19 -23.68 -9.10
C -13.75 -21.66 -5.01
O -15.05 -21.86 -5.59
C -15.24 -23.22 -5.97
C -16.70 -23.38 -6.21
O -17.06 -22.38 -7.19
C -17.40 -23.05 -8.45
H -12.93 -21.92 -5.68
H -13.67 -22.29 -4.11
H -13.65 -20.67 -4.58
H -14.92 -23.94 -5.21
H -14.58 -23.40 -6.82
H -17.29 -23.24 -5.30
H -16.88 -24.44 -6.45
H -16.46 -23.47 -8.78
H -17.58 -22.25 -9.18
H -18.29 -23.66 -8.40
C -12.72 -18.01 -16.88
O -12.48 -18.23 -15.50
C -11.69 -17.30 -14.81
C -10.41 -17.86 -14.22
O -10.64 -18.31 -12.89
C -10.52 -19.70 -12.63
H -11.80 -18.01 -17.48
H -13.01 -16.94 -16.90
H -13.54 -18.54 -17.34
H -12.27 -16.73 -14.08
H -11.39 -16.50 -15.49
H -9.71 -17.02 -14.13
H -9.96 -18.63 -14.85
H -10.78 -19.71 -11.58
H -9.52 -19.99 -12.99
H -11.15 -20.38 -13.22
C -20.00 -20.68 -6.89
O -18.84 -20.42 -7.73
C -19.21 -19.99 -9.06
C -18.02 -19.49 -9.83
O -17.13 -18.97 -8.84
C -16.26 -17.93 -9.36
H -20.76 -21.20 -7.48
H -20.30 -19.79 -6.35
H -19.69 -21.35 -6.08
H -19.97 -19.20 -9.11
H -19.72 -20.85 -9.49
H -18.29 -18.71 -10.53
H -17.59 -20.31 -10.43
H -15.50 -17.67 -8.63
H -16.89 -17.05 -9.50
H -15.74 -18.15 -10.29
C -10.54 -18.29 -5.27
C -10.01 -17.05 -5.69
C -8.69 -16.71 -5.50
C -7.83 -17.63 -4.90
C -8.29 -18.87 -4.48
C -9.62 -19.20 -4.74
H -11.57 -18.47 -5.56
H -10.62 -16.25 -6.09
H -8.33 -15.74 -5.78
H -6.76 -17.45 -4.90
H -7.69 -19.60 -3.95
H -10.01 -20.12 -4.33
*
```

Entry 6:
This record from OMol25 describes an isolated molecule of C21H17ClO5. The level of theory is ωB97M-V/def2-TZVPD.

The HOMO energy comes out at -9.52 eV. The value obtained for the molecular weight is 384.81 u. The value obtained for the HOMO-LUMO gap is 8.88 eV. The calculation puts the LUMO energy at -0.023 Eh. As for the SMILES: CC(=O)OC(=O)Cc1c(C[C@H](C)Cl)ccc2c1C(=O)c1ccccc1C2=O.

```
! wB97M-V def2-TZVPD RIJCOSX def2/J DEFGRID3
* xyz 0 1
C 4.70 1.00 1.52
C 3.90 -0.24 1.33
O 4.16 -1.11 0.55
O 2.80 -0.33 2.18
C 1.53 -0.25 1.62
O 0.80 0.64 1.94
C 1.17 -1.40 0.73
C 0.03 -1.16 -0.23
C -0.92 -2.17 -0.46
C -0.92 -3.49 0.26
C -1.79 -3.55 1.53
C -3.27 -3.55 1.22
Cl -1.45 -2.18 2.64
C -1.92 -1.96 -1.41
C -2.03 -0.78 -2.13
C -1.12 0.23 -1.87
C -0.09 0.03 -0.94
C 0.86 1.17 -0.78
O 2.06 1.03 -0.65
C 0.23 2.52 -0.85
C 0.64 3.55 -0.02
C 0.01 4.78 -0.11
C -1.01 4.98 -1.04
C -1.41 3.95 -1.87
C -0.80 2.71 -1.76
C -1.22 1.54 -2.58
O -1.60 1.63 -3.72
H 5.72 0.78 1.20
H 4.31 1.77 0.87
H 4.71 1.32 2.56
H 2.06 -1.74 0.19
H 0.92 -2.21 1.41
H -1.33 -4.25 -0.40
H 0.09 -3.82 0.50
H -1.52 -4.46 2.06
H -3.50 -4.33 0.49
H -3.57 -2.57 0.83
H -3.85 -3.71 2.13
H -2.63 -2.76 -1.60
H -2.80 -0.64 -2.87
H 1.43 3.40 0.70
H 0.30 5.59 0.54
H -1.50 5.94 -1.11
H -2.20 4.10 -2.60
*
```

Entry 7:
This record from OMol25 describes a structure of composition C5H8O. The level of theory is ωB97M-V/def2-TZVPD.

The HOMO energy (alpha / beta) comes out at -7.66 / -7.66 eV. The value obtained for the molecular weight is 84.12 u. The value obtained for the HOMO-LUMO gap (alpha / beta) is 7.84 / 7.84 eV. The value obtained for the energy above the lowest of the compared OMol25 structures with the same formula, charge and spin is 566.5 kJ/mol. The calculation puts the LUMO energy (alpha / beta) at 0.007 / 0.007 Eh.

```
! wB97M-V def2-TZVPD RIJCOSX def2/J DEFGRID3
* xyz 0 1
C -0.75 0.74 1.41
C 0.13 -0.88 0.93
O -0.33 -1.93 1.20
C 0.83 -0.24 -0.38
C 0.96 -0.88 -1.62
C -0.38 0.60 -0.57
H 0.06 1.33 1.84
H -1.52 1.45 1.06
H -1.26 0.20 2.22
H 1.69 0.34 -0.05
H 0.17 -1.53 -2.00
H 1.91 -0.91 -2.15
H -0.26 1.62 -0.94
H -1.27 0.09 -0.94
*
```